A 6-piece molecular cluster, C48H36BNO16 overall in a non-equilibrium geometry, computed with ωB97M-V with the def2-TZVPD basis set.

Geometry (Å):
H 3.93578 -2.02857 -0.54629
H -4.55635 3.39643 -0.10578
B -2.96002 -5.95322 0.53522
C 1.61170 1.85557 -2.47104
C -4.45372 5.14990 4.11831
C 8.04177 -1.83255 -1.57838
H 6.50440 1.73140 1.56739
C 0.44413 -0.94736 -7.32021
H -4.87203 -5.64444 0.78619
O -1.72530 -1.81196 -7.42915
C -1.23379 -2.04578 -2.25709
C -3.03160 2.18986 6.89564
H -2.40872 4.27613 7.12672
H 2.17889 2.70013 -2.98274
C -4.30614 1.93541 2.96026
C -1.77109 -4.83447 0.63027
C -2.05038 -3.60870 -0.33838
O -4.09330 -5.70607 1.38135
H -6.53573 7.05620 6.86725
O -2.88312 -7.06959 -0.35838
C -3.80856 1.26897 -0.47182
H -3.40820 0.32282 -4.22965
C 7.90158 -3.07367 -0.78458
C -6.66391 5.89075 5.10284
N -0.74452 0.86868 -3.02403
C -2.06306 -0.83481 -1.67776
O 3.53626 0.36147 -1.47310
O -0.40027 1.36108 -5.23174
C -0.05788 -3.20252 -8.34252
C 5.92952 0.95250 1.08213
C 10.30369 -3.49648 -1.03643
H -2.72781 5.78036 5.17012
C -1.81851 0.60787 -2.07108
C -1.07363 -3.28215 -1.27241
H -2.63478 2.71365 -1.72578
H -0.79643 -5.30064 0.29344
H 1.61499 -4.26355 -9.09376
H -0.80343 -3.94558 -8.59698
H -7.74450 5.88736 5.03344
H -3.76378 1.54039 3.86176
H -5.82039 1.99656 0.05022
C 1.23639 -3.37252 -8.60850
C -5.93275 5.15950 4.04304
O 11.52063 -1.90780 -2.27214
C 5.08265 1.20944 0.08652
O -6.52427 4.59150 3.14761
C 1.73956 -1.11422 -7.58417
H -3.34706 -6.75995 -1.17013
H -1.68394 -4.48426 1.70746
H -0.09726 -3.84192 -1.36617
H 9.00125 -4.77967 0.03294
O -0.37950 3.20695 -2.60602
C -1.18479 0.85953 -4.40608
C -3.15314 -1.19774 -0.69047
C -4.75622 2.33504 0.22206
C -3.34105 -2.71981 -0.28849
C 0.04885 2.07022 -2.68927
O 6.90230 -0.65937 2.49284
C -6.01673 6.51654 6.08485
H 5.51656 -2.50799 1.31244
C -1.41752 3.04056 8.53283
C 4.51028 -1.24982 -0.06076
H -3.41658 0.03605 6.95360
H -0.84205 3.82646 9.00560
O -3.79702 2.40845 5.97468
C -2.00184 0.58073 8.43296
C 4.30879 0.12658 -0.56145
C -4.04411 -0.17660 -0.07131
C 2.23555 -2.33916 -8.25008
C -1.22611 1.67221 9.06415
H 4.92245 2.21156 -0.29209
H 11.20672 -4.07178 -0.87507
H 1.86780 0.91023 -3.04749
C -2.84069 0.82183 7.42654
O -0.46291 1.45363 9.98269
O -3.94695 7.07535 7.05626
H 0.06059 -0.05903 -6.83312
H -3.93247 4.61066 3.33796
C -2.25649 3.28125 7.52635
H -2.34648 -0.87500 -5.13874
H 2.48245 -0.36981 -7.32665
H 7.13843 -1.25723 -1.73982
O 6.82310 -3.42144 -0.34197
C -0.54854 -1.97459 -7.67786
C 9.12264 -3.87560 -0.55036
C -3.80860 5.77642 5.10036
C -4.51062 2.20064 1.78041
C -2.53223 0.23204 -4.93337
O -4.45434 -3.08467 0.06196
O 3.41659 -2.49249 -8.49357
C 6.13105 -0.42609 1.58344
C 9.22249 -1.45303 -2.06459
H -4.82847 -0.48499 0.67574
H 1.89863 1.72009 -1.39499
H 9.34355 -0.54884 -2.64785
C 10.44455 -2.25532 -1.83039
H -1.84972 -0.41398 8.83293
C 5.35710 -1.50785 0.93507
C -2.72943 1.62519 -1.46017
H -2.81405 0.68737 -5.93161
C -4.53877 6.50610 6.15864
O -0.77001 -2.03098 -3.39066

Its SMILES is C#CCc1cc2c(c(N(C(C)=O)C(C)=O)c1)C(=O)C=C(CB(O)O)C2=O.O=C1C=CC(=O)C=C1.O=C1C=CC(=O)C=C1.O=C1C=CC(=O)C=C1.O=C1C=CC(=O)C=C1.O=C1C=CC(=O)C=C1. The spin multiplicity is 1. The charge is 0. For the total energy, the calculation gives -3133.8541 Ha. As for the largest force on an atom: 0.07807 hartree/bohr.


C48H36FMnN6S as an isolated structure in a non-equilibrium geometry, computed with ωB97M-V with the def2-TZVPD basis set.

Geometry (Å):
C 2.53617 0.31446 1.30909
H -1.21160 1.47280 7.11537
H -1.48128 4.09607 2.74175
H -3.85479 -3.43514 -1.21429
C -1.03963 2.56518 4.11386
C 2.45463 -1.88939 -7.24536
H -0.82171 5.84029 -2.90886
C 2.40265 -1.71272 0.00810
C 4.73717 -1.43173 2.79131
C 2.70696 -2.99461 -1.80904
C -3.18813 -0.84763 -0.94279
N 1.49478 0.76387 0.55955
C 1.29967 2.06698 0.78867
H -1.63601 3.91395 6.74896
C 1.19513 -1.36784 -6.96243
C -0.85886 3.88950 5.97962
H -7.77674 -3.09305 0.42757
C 0.11811 2.33474 -0.04682
C -5.49503 -0.66752 -0.10575
C 2.26527 2.53698 1.69212
C 1.49241 -1.88998 -4.60247
C 5.28266 -2.18314 3.81219
H 2.82492 -4.48785 4.16878
C -1.19700 4.77576 4.76954
C -4.66389 -2.82462 -0.84450
H 3.78422 -3.45007 0.04436
H 0.59525 -0.96064 -7.76144
N -0.94454 -1.01982 -1.93673
C -2.29782 -1.30768 -1.92521
C 2.79350 -2.35633 -4.91053
C 0.97761 -1.80187 -3.27262
H -3.51076 -0.01157 1.88449
C 4.59367 -3.27898 4.31831
C 0.90772 3.02328 -3.64660
C -6.86097 -2.62539 0.10585
N -1.28907 3.80144 3.68403
H -3.59442 -2.44496 -3.33941
H 1.41426 2.54950 -4.47380
C -2.85768 0.49516 1.20155
C 3.51961 -1.81257 2.21869
H 2.37556 3.54417 2.04157
C -0.42436 -1.60113 -3.03609
C -5.85135 -3.40026 -0.45540
C 2.83822 -1.05369 1.19382
H -7.48057 -0.64856 0.66258
H -5.98942 -4.46209 -0.57617
H -1.31074 -2.86493 -4.65088
C -0.44788 4.24635 -1.54387
C 3.37332 -3.64937 3.76953
C 0.32588 4.27121 -3.81570
H 0.09397 4.14835 6.44915
S -0.96224 1.10289 3.16405
C -0.35490 4.87781 -2.77079
H 4.23358 -2.76009 -6.42556
H 5.28401 -0.59860 2.37972
N -0.78381 2.55070 5.40429
H 0.48646 1.43934 6.62153
C 3.02310 1.43027 2.04725
C -6.68379 -1.25342 0.26137
H -2.35832 2.49144 1.80234
H 0.41046 4.78084 -4.76183
C 1.75136 -1.98026 -2.08362
C -0.54119 1.42403 6.25597
H 1.90236 -3.22272 2.26668
C -1.06604 1.66377 0.31694
C -2.69326 0.23577 -0.12314
C 3.24905 -2.37457 -6.20953
Mn 0.10394 0.12980 -0.61417
H -5.36288 0.40087 -0.02807
H 3.85857 1.42610 2.71934
H -0.98407 4.70758 -0.72674
C 2.85300 -2.95176 2.70037
C 0.71921 -1.36818 -5.67213
H -0.71539 0.49536 5.71854
H 5.00639 -3.84452 5.13826
H 3.00079 -3.78717 -2.46628
F -0.42153 -0.97446 0.74590
H -2.14440 5.30607 4.89013
C 3.07695 -2.85411 -0.49923
C 0.86247 2.40518 -2.40924
N 1.55576 -1.22281 -0.96042
C -2.61309 -2.10686 -3.06675
H -0.41921 5.51290 4.55446
C -1.86188 1.53652 1.60664
H -0.24433 -0.92898 -5.47089
C 0.19081 3.02343 -1.34945
H 3.44193 -2.71553 -4.13145
H 2.83003 -1.88704 -8.25718
C -4.45518 -1.44189 -0.66249
H 6.24849 -1.92210 4.21301
H 1.38238 1.44663 -2.25073
C -1.45635 -2.26877 -3.77189
N -1.66828 1.00165 -0.66883

As for the expectation value of S²: 1.129. The spin multiplicity is 2. The charge is +3. For the total energy, the calculation gives -3827.3354 Ha. As for the largest force on an atom: 0.05412 hartree/bohr.


Q: Which of these has the highest charge?
A: C48H36FMnN6S


Q: Among the records above, which one has the lowest total energy?
A: C48H36FMnN6S


Q: The lowest charge belongs to which entry?
A: C48H36BNO16